# 1
Below is a molecular structure, C26H26F6N5O4SSr at a distorted geometry, with properties calculated with ωB97M-V/def2-TZVPD.

```
! wB97M-V def2-TZVPD RIJCOSX def2/J DEFGRID3
* xyz 1 1
H 4.5852 -2.2329 0.0451
H 0.5207 2.2623 4.2904
H 0.5247 7.3041 0.7539
H 3.3397 -3.6356 1.5204
C -2.1713 6.6825 1.2277
C -0.9615 2.6894 -0.6507
C -0.7477 1.3483 -0.6239
H 0.2314 3.6699 2.3310
F -5.5925 -3.9952 -1.7068
H -1.5293 6.5742 2.1181
C 0.6171 -1.2257 1.6602
C 0.0570 2.9824 1.5210
H 1.4177 -0.7538 3.5626
H 3.3288 2.2565 3.1419
H 2.5287 -2.9918 -3.0971
C 0.9573 -0.3929 2.6716
C -0.1439 5.7445 -0.6153
C 4.4252 -3.2541 -0.2638
C 2.4757 2.6358 3.6859
C -4.6500 -6.6278 -3.9121
N -0.7841 4.9262 0.4077
H -3.1074 7.1327 1.5059
C 1.2975 1.7017 3.8278
S 1.5408 -5.3649 -1.9973
H -0.5677 5.6885 -1.6605
C 3.2971 -2.5989 -2.4135
N 0.8116 0.9372 2.6700
H 0.8863 5.4650 -0.7686
H 3.2123 -1.5135 -2.1713
H 0.2060 7.9024 -0.8360
H 5.2792 -3.7489 -0.7538
H 2.7511 2.8719 4.7108
O 1.7451 -2.9467 2.7717
H -2.0466 7.6620 -0.6486
F -1.6580 3.2470 -1.6749
H 2.5925 -5.8285 0.5259
H -1.0350 0.7571 -1.4823
C 0.8739 -2.7029 1.9095
N 3.2247 -5.1944 0.1045
H -2.7561 4.6717 1.1903
H 2.1472 3.5640 3.2123
F -6.7187 -5.7523 -3.3635
N 3.2515 -3.4281 -1.1940
H -2.7227 5.3948 -0.4136
C -2.7320 -5.7399 -2.9080
H 1.5866 0.9879 4.5776
H -1.5126 8.5940 0.5759
H 4.8290 -4.5640 1.4506
C 4.0147 -4.1598 0.8762
C -0.5480 3.5470 0.3812
Sr -0.6964 -3.7000 -1.1965
C 0.2372 1.5832 1.6034
C -0.1130 0.8062 0.4776
C -2.1853 5.3443 0.5558
C -3.4622 -4.8622 -2.1464
C 0.0342 -0.6648 0.5022
C 2.6783 -4.6019 -1.0424
H 4.2477 -2.6939 -2.9173
C -0.1261 7.1860 -0.1071
C -4.8000 -4.8859 -2.3355
F -2.4420 -7.3469 -4.5532
O -2.8740 -4.0498 -1.2859
C -3.2546 -6.6360 -3.7868
O 0.2056 -3.4711 1.1352
O -0.3602 -1.3350 -0.4811
F -1.4031 -5.6508 -2.8282
F -5.3197 -7.4867 -4.7093
C -5.4181 -5.7133 -3.2050
N -1.5194 7.6301 0.2485
*
```

## Properties
Energy relative to the best compared isomer or geometry (same formula, charge and spin)   0.00 kcal per mole
Frontier orbital gap   5.701 eV
Molecular weight   706.2 g/mol
HOMO level   -0.3348 Eh

So, what does the Mulliken scheme give us? The charges, in e, come out as:
1 H 0.41
2 H 0.43
3 H 0.35
4 H -0.08
5 C -0.80
6 C 0.46
7 C -0.87
8 H 0.58
9 F -0.33
10 H 0.33
11 C 0.25
12 C -0.30
13 H 0.44
14 H 0.31
15 H 0.35
16 C -0.04
17 C -0.55
18 C -0.68
19 C -1.04
20 C 0.60
21 N 0.69
22 H 0.44
23 C -0.88
24 S -0.44
25 H 0.37
26 C -0.95
27 N 0.13
28 H 0.44
29 H 0.25
30 H 0.44
31 H 0.35
32 H 0.39
33 O -0.81
34 H 0.40
35 F -0.36
36 H 0.30
37 H 0.53
38 C 0.01
39 N -0.28
40 H 0.45
41 H 0.30
42 F -0.29
43 N 0.25
44 H 0.35
45 C 0.26
46 H 0.44
47 H 0.36
48 H 0.37
49 C -0.13
50 C -1.53
51 Sr 2.13
52 C -0.09
53 C 0.35
54 C -0.59
55 C 0.71
56 C 1.27
57 C 0.08
58 H 0.33
59 C -0.88
60 C 0.38
61 F -0.28
62 O -1.26
63 C -0.46
64 O -0.75
65 O -1.07
66 F -0.14
67 F -0.32
68 C 0.04
69 N -0.15


# 2
Below is a molecular structure, C26H26FeN5S, with properties calculated with ωB97M-V/def2-TZVPD.

```
! wB97M-V def2-TZVPD RIJCOSX def2/J DEFGRID3
* xyz 1 1
H -0.6771 -2.3171 3.3325
N 1.0114 0.5037 -0.5668
H -2.5489 -3.5907 1.8711
C 3.0486 1.4865 -0.3377
H -4.0714 1.4517 1.0463
H 3.2553 1.0615 1.8171
C 2.0214 -1.5364 3.5256
N 1.5200 -2.6093 -4.3481
H -2.9217 0.3813 -4.8696
C 2.5693 -1.5688 4.7959
H -2.4932 -2.4403 -0.5680
C 1.4201 0.3989 0.7576
C 1.3376 -0.4067 3.0877
C -2.6965 -0.3028 -4.0509
H 1.6410 1.5156 5.8624
C -2.6260 0.9750 -0.4356
H 1.8085 -0.2134 -5.0748
N 3.4415 -0.5242 8.0140
H 0.2439 3.6158 -2.8704
C -0.1169 3.4508 -1.8561
C -2.9550 0.2278 -1.5981
H -0.9299 1.7423 -3.8550
H 2.0530 -2.5391 -5.1982
H -3.5655 -0.9344 -3.8800
H -3.6916 -0.5608 -1.5227
H 2.1279 -2.3880 2.8663
C 1.9910 1.1455 -1.2008
H 1.9336 1.3591 -2.2572
C -1.3614 1.5051 -2.8905
S 0.0214 -1.8104 -2.3695
C 0.7575 -0.3702 1.7176
H -2.5892 0.7392 1.6929
H 0.6804 1.5752 3.5830
C 1.2056 0.6937 3.9276
Fe -0.7631 0.0726 -1.2333
H 1.3912 -3.5179 -3.9374
H -1.3555 2.5170 0.3440
C 0.9692 -1.5479 -3.7529
C 2.9921 -0.4988 6.9578
C -0.3613 -1.1579 1.4595
C -1.6535 1.9660 -0.5389
H 3.9572 1.9938 -0.6148
H -0.6473 4.3474 -1.5328
H -1.8667 -0.9406 -4.3562
H 0.7808 0.4527 -3.8480
C -2.3404 0.4726 -2.8194
H 0.7340 3.3229 -1.1894
N -0.9692 -1.2213 0.2118
C -1.0484 2.2824 -1.7833
C -0.9526 -2.1295 2.3078
C -3.3021 0.6974 0.8707
H 3.1073 -2.4408 5.1408
C -1.9083 -2.7818 1.5626
N 1.1856 -0.3488 -4.2964
H -3.7724 -0.2830 0.8748
C -1.8792 -2.1873 0.2856
C 2.4276 -0.4669 5.6351
C 2.6863 1.0156 0.9030
C 1.7441 0.6659 5.2022
*
```

## Properties
Frontier orbital gap   6.988 eV
Molecular weight   496.4 g/mol
HOMO level   -0.3799 Eh

So, what does the Mulliken scheme give us? The charges, in e, come out as:
1 H 0.62
2 N 1.03
3 H 0.49
4 C -1.43
5 H 0.38
6 H 0.60
7 C 0.10
8 N -0.43
9 H 0.39
10 C -0.90
11 H 0.57
12 C -0.34
13 C -0.04
14 C -1.39
15 H 0.45
16 C 0.84
17 H 0.22
18 N -0.49
19 H 0.39
20 C -1.67
21 C -0.84
22 H 0.84
23 H 0.19
24 H 0.41
25 H 0.51
26 H 0.54
27 C -0.48
28 H 0.48
29 C -1.15
30 S -0.40
31 C 1.10
32 H 0.36
33 H 0.50
34 C -0.04
35 Fe -0.49
36 H 0.22
37 H 0.51
38 C 0.94
39 C -0.15
40 C -0.36
41 C -0.52
42 H 0.47
43 H 0.41
44 H 0.22
45 H -0.09
46 C 1.07
47 H 0.34
48 N 1.04
49 C 0.81
50 C -0.52
51 C -1.76
52 H 0.46
53 C -1.45
54 N -0.30
55 H 0.37
56 C -0.59
57 C 0.57
58 C -0.79
59 C -0.87


# 3
Below is a molecular structure, C26H26IrN5O, with properties calculated with ωB97M-V/def2-TZVPD.

```
! wB97M-V def2-TZVPD RIJCOSX def2/J DEFGRID3
* xyz 1 2
C 0.6009 3.1425 0.4330
Ir 0.4818 0.3984 -0.2427
C -2.3918 -2.7764 0.3146
C 2.0111 -3.1506 0.0895
H -6.1028 -0.1524 0.0847
H -1.9184 5.9323 1.1776
C -3.2065 -4.7388 -1.0496
C 4.5357 -0.7645 -0.4974
C -4.3918 0.3037 -1.1281
N -0.6715 -1.3229 -0.4715
C 2.1692 -0.7085 0.2072
H -3.8552 -4.5748 -1.9111
H -2.7501 3.7056 0.5881
H 1.4818 -1.4579 2.1172
C -5.0876 0.2206 0.0706
H -2.6887 1.4127 2.1526
H -4.8653 -0.0006 -2.0524
H 2.1348 4.6033 0.8045
N 1.4263 2.0732 0.1165
C 1.0708 4.4245 0.7697
C 5.9333 1.1209 -0.8373
C 4.8611 1.9160 -0.5305
C -3.0897 0.7814 -1.1483
H -3.0962 -3.0144 1.1000
H 4.9280 2.9929 -0.5184
O 2.2228 -1.9041 -0.5543
C -1.2130 5.1375 0.9719
C -3.1761 1.1031 1.2354
H 0.1591 -1.7592 -2.3043
N 3.4655 0.0197 -0.2204
C -2.3179 -3.5515 -0.8361
C -1.5706 -1.6759 0.4560
H 6.8889 1.5616 -1.0857
C 3.6066 1.3680 -0.2198
N 2.6729 2.3354 0.0870
H -1.2751 -3.7293 -2.7162
H -3.8326 -4.9300 -0.1808
H 2.3555 0.0631 2.1992
C -2.4799 1.1824 0.0337
C -0.7799 2.8490 0.3692
H 4.3374 -1.8221 -0.4710
C 0.1688 5.4136 1.0417
H 6.5769 -0.9428 -1.0309
C -0.5838 -2.0684 -1.5827
H 2.7566 -3.3641 0.8580
C 5.7666 -0.2637 -0.8132
H 2.0882 -3.9023 -0.6927
H 0.5072 6.4060 1.3026
H -2.6144 -5.6312 -1.2541
H -1.6308 -1.0415 1.3299
H 3.2515 -1.4451 1.9639
C 2.3308 -0.9106 1.7102
C -4.4780 0.6243 1.2513
C -1.6879 3.8944 0.6470
H -2.5327 0.8468 -2.0750
C -1.3831 -3.1695 -1.7967
H 1.0145 -3.2091 0.5363
N -1.1166 1.5830 0.0143
H -5.0166 0.5662 2.1880
*
```

## Properties
Energy relative to the best compared isomer or geometry (same formula, charge and spin)   18.09 kcal per mole
Frontier orbital gap (spin up / spin down)   5.696 / 6.223 eV
Molecular weight   616.7 g/mol
Expectation value of S²   0.765
HOMO level (spin up / spin down)   -0.3658 / -0.3849 Eh

So, what does the Mulliken scheme give us? The charges, in e, come out as:
1 C 0.60
2 Ir 0.59
3 C -1.00
4 C -0.78
5 H 0.45
6 H 0.40
7 C -1.53
8 C -0.11
9 C -0.85
10 N 0.13
11 C -0.43
12 H 0.34
13 H 0.48
14 H 0.36
15 C -0.45
16 H 0.51
17 H 0.45
18 H 0.45
19 N 1.13
20 C -0.62
21 C -0.42
22 C -0.54
23 C 0.05
24 H 0.41
25 H 0.50
26 O -0.33
27 C -0.69
28 C 0.24
29 H 0.47
30 N 0.58
31 C 1.10
32 C -0.60
33 H 0.41
34 C 0.49
35 N -1.17
36 H 0.46
37 H 0.38
38 H 0.40
39 C -0.79
40 C 0.74
41 H 0.41
42 C -0.75
43 H 0.45
44 C -0.28
45 H 0.35
46 C -0.74
47 H 0.27
48 H 0.40
49 H 0.37
50 H 0.76
51 H 0.42
52 C -1.38
53 C -0.94
54 C -0.56
55 H 0.51
56 C -0.84
57 H 0.29
58 N 0.08
59 H 0.41